[1]
{
  "formula": "C44H37HgN9O6S2Te",
  "method": "ωB97M-V/def2-TZVPD",
  "spin_multiplicity": 2,
  "s_squared": 0.760,
  "gap_ev": [6.757, 5.328],
  "total_charge": -1,
  "symbols": ["Hg", "C", "N", "C", "C", "N", "C", "C", "C", "C", "C", "C", "N", "C", "N", "C", "C", "C", "C", "C", "C", "N", "H", "H", "H", "H", "H", "H", "H", "H", "H", "H", "H", "H", "H", "H", "H", "Te", "C", "C", "C", "C", "C", "C", "C", "C", "C", "C", "C", "C", "H", "H", "H", "H", "H", "H", "H", "H", "H", "H", "O", "C", "O", "C", "C", "C", "C", "C", "C", "N", "O", "O", "H", "H", "H", "H", "N", "C", "C", "C", "C", "C", "C", "S", "O", "O", "N", "C", "S", "C", "C", "N", "H", "H", "H", "H", "H", "H", "H", "H"],
  "xyz": [[-1.126970, -0.036195, -0.006665], [-1.737788, 3.934726, -1.588078], [-2.827095, 3.044871, -1.976496], [-2.792764, 2.607017, -3.370104], [-1.547252, 1.992008, -3.962151], [-0.342314, 2.495552, -3.867073], [0.445275, 1.756176, -4.733819], [1.794713, 1.885120, -5.055722], [2.302038, 1.053626, -6.033714], [1.499271, 0.098067, -6.672519], [0.167059, -0.061800, -6.344178], [-0.343308, 0.786908, -5.369120], [-1.612867, 0.963819, -4.857791], [-1.505837, 3.929521, -0.119538], [-1.961377, 3.078308, 0.764481], [-1.510103, 3.554356, 1.990196], [-1.752719, 3.085498, 3.279202], [-1.200245, 3.787526, 4.337186], [-0.421620, 4.930888, 4.132915], [-0.174200, 5.413436, 2.860124], [-0.736119, 4.710684, 1.803821], [-0.758062, 4.927278, 0.446345], [-1.983353, 4.963472, -1.880826], [-0.813006, 3.653815, -2.098251], [-2.834232, 2.264235, -1.327737], [-2.990082, 3.497399, -3.977081], [-3.625887, 1.916526, -3.507983], [2.414210, 2.606465, -4.539086], [3.343946, 1.135694, -6.317641], [1.937811, -0.540241, -7.428959], [-0.450024, -0.830476, -6.791044], [-2.375739, 0.317424, -4.975755], [-2.372607, 2.212069, 3.432174], [-1.368663, 3.445403, 5.350121], [-0.016154, 5.455689, 4.988438], [0.410436, 6.310523, 2.696889], [-0.276549, 5.655860, -0.049351], [0.534288, 0.396339, 2.761534], [0.320530, 0.618132, 4.910814], [1.393803, 1.249676, 5.533910], [1.407533, 1.453135, 6.907085], [0.331834, 1.031864, 7.677302], [-0.745864, 0.403602, 7.067104], [-0.746801, 0.191520, 5.695323], [0.427623, -1.704049, 2.926814], [-0.770916, -2.374633, 2.720533], [-0.801368, -3.763021, 2.744355], [0.359505, -4.482332, 2.980927], [1.556217, -3.810014, 3.191847], [1.593014, -2.424530, 3.162135], [2.233657, 1.576960, 4.929990], [2.254378, 1.942630, 7.372257], [0.332424, 1.193114, 8.748214], [-1.594407, 0.091672, 7.664445], [-1.592352, -0.304987, 5.231197], [-1.682539, -1.816583, 2.540748], [-1.737286, -4.276168, 2.567826], [0.339502, -5.565267, 2.974870], [2.473448, -4.360997, 3.357468], [2.534970, -1.905633, 3.280196], [3.747560, -1.117840, 0.939286], [2.976487, -0.280397, 0.467462], [1.734086, -0.148725, 0.694249], [3.545887, 0.810246, -0.442732], [2.698446, 1.738540, -1.042134], [3.223967, 2.847722, -1.677668], [4.602188, 3.009539, -1.725836], [5.461971, 2.057836, -1.194165], [4.924711, 0.956830, -0.551885], [5.154728, 4.222829, -2.318741], [6.365916, 4.313036, -2.425086], [4.381058, 5.096860, -2.671786], [1.630813, 1.573135, -0.989602], [2.589791, 3.594409, -2.134338], [6.528883, 2.210297, -1.268857], [5.550652, 0.198992, -0.100690], [-3.369842, -7.471212, 0.884134], [-3.325504, -6.345992, 0.060286], [-3.112357, -6.478665, -1.310433], [-3.123548, -5.362547, -2.130412], [-3.337149, -4.107276, -1.586647], [-3.548778, -3.960461, -0.221907], [-3.560385, -5.075169, 0.592749], [-3.086638, -2.642652, -2.561602], [-2.879003, -3.052999, -3.935771], [-4.200157, -1.755360, -2.327929], [-1.798668, -1.936575, -1.933963], [-0.536059, -2.396418, -2.038176], [0.006039, -3.922104, -2.773505], [1.647444, -3.503920, -2.389654], [1.683382, -2.312340, -1.756253], [0.470257, -1.712301, -1.564747], [-2.896021, -8.282505, 0.524218], [-3.177496, -7.297630, 1.856491], [-2.911725, -7.459238, -1.727543], [-2.947264, -5.447250, -3.194626], [-3.688373, -2.966889, 0.186110], [-3.732975, -4.973730, 1.658198], [2.455950, -4.169509, -2.642588], [2.572707, -1.812238, -1.402009]],
  "atomic_forces_ev_per_a": [[0.41, -0.43, -0.15], [-0.12, -0.15, -0.28], [0.40, -0.29, 0.15], [-0.17, 0.11, 0.24], [0.25, 0.27, 0.18], [-0.05, 0.08, 0.10], [-0.21, -0.12, -0.07], [-0.04, -0.03, 0.07], [0.09, 0.04, -0.02], [-0.03, -0.10, 0.00], [-0.09, -0.12, 0.15], [0.19, 0.10, -0.05], [-0.01, -0.26, -0.03], [-0.10, -0.05, 0.37], [-0.04, 0.27, -0.38], [0.06, 0.04, 0.04], [0.00, 0.07, -0.05], [-0.07, -0.14, 0.07], [0.04, 0.06, -0.05], [0.00, 0.09, -0.04], [-0.10, -0.18, 0.21], [0.09, 0.07, -0.15], [0.03, -0.02, -0.07], [0.16, 0.16, 0.08], [-0.11, -0.12, -0.12], [-0.12, -0.07, -0.09], [-0.01, 0.03, -0.06], [0.01, 0.04, -0.07], [-0.01, -0.01, 0.03], [0.00, -0.01, 0.02], [0.04, 0.02, -0.10], [-0.09, 0.05, 0.09], [0.05, -0.03, 0.03], [0.00, -0.05, 0.01], [0.03, -0.03, 0.00], [0.02, -0.02, 0.02], [-0.02, 0.00, -0.05], [0.19, 0.05, 0.52], [-0.30, 0.00, -0.13], [0.02, 0.01, -0.12], [-0.09, -0.02, 0.05], [0.06, 0.05, -0.02], [-0.04, 0.01, 0.04], [-0.09, 0.01, -0.10], [0.16, 0.02, -0.13], [0.01, 0.05, 0.07], [-0.05, -0.05, 0.07], [0.01, 0.03, -0.06], [0.00, 0.02, 0.02], [0.03, 0.02, 0.02], [0.01, 0.03, 0.05], [0.00, -0.01, 0.01], [-0.01, 0.00, 0.00], [0.01, -0.06, -0.01], [0.01, 0.00, 0.02], [0.00, -0.01, -0.05], [0.03, -0.02, -0.02], [-0.01, 0.00, 0.02], [-0.01, -0.02, -0.01], [0.01, -0.02, -0.07], [0.07, 0.00, -0.05], [-0.27, 0.20, 0.16], [0.08, -0.21, -0.56], [0.03, 0.02, 0.18], [0.14, -0.10, -0.02], [0.01, 0.20, -0.19], [-0.22, -0.42, 0.26], [0.15, 0.16, -0.08], [-0.11, 0.01, -0.07], [0.15, 0.25, -0.18], [-0.07, -0.05, 0.02], [0.01, -0.10, 0.02], [0.00, 0.07, 0.04], [-0.04, -0.02, 0.02], [0.00, -0.01, 0.01], [0.02, 0.04, 0.04], [-0.08, 0.04, -0.03], [-0.10, -0.01, -0.07], [-0.02, -0.02, 0.05], [0.01, 0.04, -0.01], [0.31, 0.18, -0.14], [-0.02, -0.09, 0.00], [-0.02, 0.00, 0.02], [0.14, 0.52, -0.21], [0.13, -0.29, 0.15], [0.01, -0.04, 0.24], [-0.37, 0.17, 0.24], [0.22, -0.62, -0.46], [-0.10, 0.45, 0.10], [-0.16, -0.12, 0.01], [-0.01, -0.12, -0.07], [-0.39, 0.58, 0.30], [0.06, -0.01, 0.05], [0.06, -0.04, 0.01], [-0.06, 0.00, -0.01], [0.05, -0.01, 0.01], [-0.01, -0.02, 0.04], [-0.05, 0.02, 0.00], [0.04, 0.08, 0.02], [-0.02, -0.13, -0.02]],
  "mulliken_charge": [0.8584, 0.0792, -0.3266, -0.9378, 0.3930, -0.5007, 0.1588, -0.4148, -0.6768, -0.4512, -0.9898, 0.7036, -0.0274, 0.0990, -0.5029, 0.3694, -0.5271, -0.3638, -0.5488, -1.0595, 0.5671, -0.0386, 0.2319, 0.1782, 0.2202, 0.2533, 0.3951, 0.4599, 0.4022, 0.3740, 0.4111, 0.3302, 0.3770, 0.3671, 0.4012, 0.3921, 0.2179, -0.1598, 0.0006, -0.4053, -0.6579, -0.4208, -0.5281, -0.1520, 0.4708, -0.3779, -0.1846, -0.5703, -0.6162, -0.5678, 0.3546, 0.3874, 0.3820, 0.3731, 0.3736, 0.4839, 0.2097, 0.3793, 0.3767, 0.3117, -0.7599, -0.1054, 0.3550, 0.2965, -0.2989, -0.4556, 0.0036, -0.5093, -0.6658, 1.0165, -0.6404, -0.6235, 0.4748, 0.6261, 0.4882, 0.4943, -0.5734, 0.9159, -0.5973, -0.3832, -0.4678, -0.5342, -0.7985, 1.1675, -0.7017, -0.8116, -0.2230, 0.5160, -0.1543, -0.4814, -0.9009, 0.0106, 0.2141, 0.2235, 0.2781, 0.5055, 0.4454, 0.5339, 0.4113, 0.3724]
}



[2]
{
  "formula": "C29H31AsF5N7O2PbS2",
  "method": "ωB97M-V/def2-TZVPD",
  "gap_ev": 7.740,
  "symbols": ["Pb", "C", "C", "C", "C", "C", "C", "C", "S", "O", "O", "N", "C", "C", "C", "C", "C", "N", "H", "H", "H", "H", "H", "H", "H", "H", "H", "H", "H", "F", "C", "C", "F", "C", "F", "C", "S", "C", "F", "C", "F", "C", "As", "C", "C", "H", "H", "H", "H", "H", "H", "H", "H", "H", "C", "C", "N", "C", "C", "N", "H", "H", "H", "H", "H", "H", "N", "C", "C", "N", "C", "C", "N", "H", "H", "H", "H", "H"],
  "xyz": [[0.113075, -0.649310, 0.693053], [1.370900, 2.251431, -5.900886], [1.335325, 2.450131, -4.409558], [0.679202, 3.540862, -3.848527], [0.673403, 3.744856, -2.474495], [1.335509, 2.848605, -1.650138], [1.994947, 1.751468, -2.191301], [1.987223, 1.555991, -3.561477], [1.327292, 3.069817, 0.113263], [2.606757, 2.592908, 0.578625], [1.000533, 4.454925, 0.351519], [0.232265, 2.042972, 0.649012], [-1.117395, 2.301021, 0.602595], [-1.739908, 3.558620, 0.450384], [-3.112802, 3.628308, 0.450391], [-3.881499, 2.474263, 0.608155], [-3.202730, 1.286955, 0.760023], [-1.871159, 1.195141, 0.753120], [0.560389, 2.788156, -6.393173], [1.296482, 1.194355, -6.160682], [2.310829, 2.618570, -6.317672], [0.172812, 4.248009, -4.495189], [0.187358, 4.609739, -2.044726], [2.521168, 1.072246, -1.532756], [2.502930, 0.699868, -3.982301], [-1.130368, 4.444760, 0.363943], [-3.595641, 4.591340, 0.338059], [-4.961085, 2.501821, 0.616375], [-3.734475, 0.349394, 0.888377], [-4.881587, -5.864901, 0.007524], [-3.713352, -5.303543, 0.333999], [-3.567927, -3.930701, 0.332490], [-4.601960, -3.145221, 0.003875], [-2.349263, -3.373204, 0.667105], [-2.285351, -2.016710, 0.627291], [-1.224387, -4.116460, 1.018425], [0.319075, -3.419092, 1.450844], [-1.416334, -5.501139, 1.002420], [-0.405296, -6.316294, 1.316764], [-2.624003, -6.087700, 0.673384], [-2.749854, -7.417720, 0.675512], [0.647396, -0.353893, 5.220954], [-0.609083, -0.308693, 3.728191], [-1.809504, -1.732204, 4.295490], [-1.661818, 1.239779, 4.276617], [0.100939, -0.345345, 6.163994], [1.301410, 0.516234, 5.176767], [1.255358, -1.255491, 5.161083], [-2.078813, -1.598495, 5.343125], [-1.314369, -2.691949, 4.151727], [-2.709917, -1.709254, 3.683703], [-1.978940, 1.130487, 5.313924], [-2.536404, 1.332143, 3.634255], [-1.062451, 2.143330, 4.170192], [-1.555950, 0.461355, -2.768271], [-0.674922, -0.726318, -2.924253], [-0.058460, -1.372589, -1.962093], [0.646434, -2.395922, -2.560355], [0.457059, -2.357565, -3.903726], [-0.389373, -1.291339, -4.121388], [-1.696555, 0.676809, -1.711001], [-2.534839, 0.282536, -3.215713], [-1.111248, 1.338287, -3.239655], [1.206358, -3.107236, -1.976223], [0.823174, -2.977415, -4.701430], [-0.749409, -0.985747, -5.008879], [5.185698, 1.273400, 2.825314], [4.645299, 0.401538, 1.922219], [3.252718, 0.203372, 1.861212], [2.724657, -0.603694, 0.973064], [3.544523, -1.270397, 0.146191], [4.906463, -1.098069, 0.243084], [5.463994, -0.262955, 1.121097], [4.601828, 2.029284, 3.141133], [6.150974, 1.508401, 2.661690], [2.580212, 0.759054, 2.501916], [3.095778, -1.937795, -0.577229], [5.580716, -1.638201, -0.410358]],
  "atomic_forces_ev_per_a": [[-0.03, -0.04, -0.15], [0.01, 0.00, 0.00], [-0.05, 0.01, -0.02], [-0.01, -0.03, -0.01], [0.07, 0.00, 0.00], [-0.04, 0.01, -0.03], [-0.06, 0.02, 0.00], [0.01, -0.04, 0.04], [-0.02, -0.08, 0.13], [0.08, 0.00, 0.02], [0.05, 0.07, -0.01], [-0.03, 0.12, -0.03], [0.04, 0.06, 0.04], [0.00, 0.08, -0.03], [-0.03, -0.03, 0.00], [0.02, 0.01, 0.00], [-0.03, -0.07, 0.00], [-0.02, -0.06, 0.04], [0.00, -0.01, 0.00], [-0.01, 0.00, 0.00], [0.01, 0.01, 0.00], [0.00, 0.00, 0.00], [-0.01, 0.00, 0.03], [0.02, -0.04, 0.00], [0.00, -0.01, 0.00], [-0.06, -0.04, 0.00], [0.00, 0.01, 0.00], [-0.01, -0.01, 0.00], [-0.01, -0.01, -0.01], [0.04, 0.02, 0.02], [-0.02, -0.04, -0.01], [-0.03, 0.03, -0.01], [0.04, -0.03, 0.01], [0.03, -0.03, -0.03], [-0.03, -0.03, 0.08], [-0.06, 0.11, -0.07], [0.06, 0.00, 0.01], [0.03, -0.01, 0.04], [-0.02, 0.03, -0.01], [-0.03, -0.03, -0.02], [0.01, 0.03, 0.00], [0.04, -0.03, -0.03], [0.00, 0.09, 0.05], [0.01, -0.02, -0.02], [0.01, 0.01, -0.03], [0.01, 0.00, 0.00], [0.00, 0.00, 0.00], [0.00, 0.00, 0.00], [-0.01, -0.01, 0.00], [0.00, 0.01, -0.01], [-0.03, 0.00, -0.03], [0.00, 0.01, 0.00], [0.00, -0.01, -0.01], [0.01, -0.01, -0.01], [0.01, -0.01, 0.01], [-0.01, 0.09, -0.02], [-0.02, -0.06, 0.05], [-0.01, -0.01, 0.02], [-0.01, 0.00, 0.00], [0.01, 0.00, -0.02], [0.00, -0.01, -0.01], [-0.01, 0.01, 0.00], [0.03, 0.06, -0.02], [0.03, 0.00, 0.01], [-0.01, -0.02, -0.02], [0.02, 0.00, 0.01], [0.01, -0.05, 0.09], [0.05, 0.06, -0.04], [-0.06, 0.08, -0.05], [0.04, -0.16, 0.09], [0.03, -0.03, -0.01], [-0.01, -0.02, -0.01], [0.01, 0.00, 0.00], [-0.01, 0.03, -0.05], [-0.01, 0.02, -0.01], [0.00, 0.01, 0.04], [-0.01, -0.02, 0.01], [0.00, 0.00, 0.00]],
  "mulliken_charge": [1.3636, -1.6242, 0.8583, -0.8048, -0.4016, -0.1378, -0.1169, -0.6544, 0.9861, -0.6554, -0.7858, 0.0664, 0.1261, -0.7094, -0.6107, -0.8865, -0.8245, 0.8131, 0.3754, 0.3376, 0.3514, 0.3694, 0.4946, 0.4617, 0.3573, 0.6484, 0.4212, 0.4692, 0.4199, -0.3045, 0.5384, -0.1241, -0.3141, -0.4048, -0.0170, 0.6142, -0.5145, 0.1300, -0.3374, 0.2288, -0.2955, -1.2662, 0.5496, -1.2155, -1.2081, 0.4206, 0.3724, 0.3705, 0.4428, 0.3375, 0.3204, 0.4458, 0.3237, 0.3711, -0.4503, -0.0689, 0.6981, -0.6254, -0.8371, 0.0134, -0.3288, 0.4876, 0.0188, 0.4190, 0.4340, 0.1989, -0.5153, 0.4487, -0.3037, 0.1938, -0.4834, -0.3969, -0.6420, 0.2443, 0.2668, 0.3128, 0.3575, 0.3861]
}



[3]
{
  "formula": "C5H8O2",
  "method": "ωB97M-V/def2-TZVPD",
  "smiles": "C=C=CO.CC=O",
  "gap_ev": 9.394,
  "symbols": ["C", "C", "C", "O", "H", "H", "H", "H", "C", "C", "O", "H", "H", "H", "H"],
  "xyz": [[-1.186484, -2.028216, 0.085855], [-1.992090, -1.026897, -0.107300], [-2.753175, -0.011287, -0.363424], [-2.452291, 1.215564, 0.166176], [-0.198366, -1.950211, -0.465416], [-1.155826, -2.714436, 1.040538], [-3.707593, -0.155041, -0.686183], [-1.618808, 1.178634, 0.533919], [2.817805, 0.971491, -0.050975], [1.295203, 0.489694, -0.005508], [0.437692, 1.207683, 0.466955], [2.990128, 1.395183, -0.972468], [2.914789, 1.808579, 0.694094], [3.475326, 0.163733, 0.083573], [1.133695, -0.544478, -0.419834]],
  "atomic_forces_ev_per_a": [[2.23, -0.46, 1.55], [0.16, -1.30, 0.00], [2.14, 0.63, 2.08], [-3.65, 0.39, -1.57], [-1.40, -0.94, 0.23], [-0.37, 1.43, -2.02], [-2.39, 0.15, -1.54], [3.20, -0.06, 1.21], [-3.24, 0.61, 2.47], [1.72, 1.14, 0.42], [0.57, -1.16, -0.63], [0.36, 0.89, -2.37], [0.09, -1.07, -0.52], [0.91, -1.01, 0.42], [-0.32, 0.77, 0.28]],
  "nbo_charge": [-0.4646, -0.0365, 0.0615, -0.6715, 0.1922, 0.2195, 0.1977, 0.4937, -0.7110, 0.4709, -0.5480, 0.2295, 0.2337, 0.2189, 0.1139]
}



What did the third record say?
{
  "formula": "C5H8O2",
  "method": "ωB97M-V/def2-TZVPD",
  "smiles": "C=C=CO.CC=O",
  "gap_ev": 9.394,
  "symbols": ["C", "C", "C", "O", "H", "H", "H", "H", "C", "C", "O", "H", "H", "H", "H"],
  "xyz": [[-1.186484, -2.028216, 0.085855], [-1.992090, -1.026897, -0.107300], [-2.753175, -0.011287, -0.363424], [-2.452291, 1.215564, 0.166176], [-0.198366, -1.950211, -0.465416], [-1.155826, -2.714436, 1.040538], [-3.707593, -0.155041, -0.686183], [-1.618808, 1.178634, 0.533919], [2.817805, 0.971491, -0.050975], [1.295203, 0.489694, -0.005508], [0.437692, 1.207683, 0.466955], [2.990128, 1.395183, -0.972468], [2.914789, 1.808579, 0.694094], [3.475326, 0.163733, 0.083573], [1.133695, -0.544478, -0.419834]],
  "atomic_forces_ev_per_a": [[2.23, -0.46, 1.55], [0.16, -1.30, 0.00], [2.14, 0.63, 2.08], [-3.65, 0.39, -1.57], [-1.40, -0.94, 0.23], [-0.37, 1.43, -2.02], [-2.39, 0.15, -1.54], [3.20, -0.06, 1.21], [-3.24, 0.61, 2.47], [1.72, 1.14, 0.42], [0.57, -1.16, -0.63], [0.36, 0.89, -2.37], [0.09, -1.07, -0.52], [0.91, -1.01, 0.42], [-0.32, 0.77, 0.28]],
  "nbo_charge": [-0.4646, -0.0365, 0.0615, -0.6715, 0.1922, 0.2195, 0.1977, 0.4937, -0.7110, 0.4709, -0.5480, 0.2295, 0.2337, 0.2189, 0.1139]
}